Here is one molecule with the formula C4H9NO from the Open Molecules 2025 dataset. Energies are from ωB97M-V/def2-TZVPD.

Structure (ORCA input):
```
! RIJCOSX wB97M-V def2-TZVPD def2/J DEFGRID3
* xyz 0 1
C 1.39 0.80 -0.75
C 1.23 0.09 0.59
C -0.20 -0.07 0.94
N -0.93 -0.92 -0.02
C -2.10 -0.47 -0.58
O -2.38 0.69 -0.75
H 2.39 1.24 -0.86
H 1.33 0.12 -1.61
H 0.61 1.52 -0.95
H 1.75 -0.87 0.62
H 1.68 0.71 1.38
H -0.44 -0.49 1.93
H -0.79 0.84 1.02
H -0.77 -1.91 -0.07
H -2.78 -1.28 -0.88
*
```

Properties
**SMILES**: CCCNC=O
**Molar mass**: 87.1 g mol⁻¹
**DFT total energy**: -287.8032 Ha

Löwdin population analysis, charges in e, atoms 1 to 5: number 1, C, carries -0.105; number 2, C, carries -0.253; number 3, C, carries -0.221; number 4, N, carries 0.022; number 5, C, carries -0.381

Here is one molecule with the formula C4H9NO from the Open Molecules 2025 dataset. Energies are from ωB97M-V/def2-TZVPD.

Structure (ORCA input):
```
! RIJCOSX wB97M-V def2-TZVPD def2/J DEFGRID3
* xyz 0 1
C -0.33 -0.74 1.09
C -1.31 0.37 0.61
O -0.98 0.68 -0.75
C 0.44 0.94 -0.97
C 1.32 -0.26 -0.48
N 0.31 -1.26 -0.12
H 0.41 -0.34 1.79
H -0.84 -1.56 1.60
H -2.34 -0.01 0.65
H -1.27 1.30 1.20
H 0.53 1.04 -2.05
H 0.68 1.88 -0.47
H 1.97 -0.01 0.37
H 2.01 -0.66 -1.24
H -0.44 -0.99 -0.81
*
```

Properties
**SMILES**: C1COCCN1
**Molar mass**: 87.1 g mol⁻¹
**DFT total energy**: -287.7463 Ha

Löwdin population analysis, charges in e, atoms 1 to 5: number 1, C, carries -0.202; number 2, C, carries -0.172; number 3, O, carries -0.202; number 4, C, carries -0.144; number 5, C, carries -0.203

Here is C4H9NO as an isolated structure from the Open Molecules 2025 dataset. Energies are from ωB97M-V/def2-TZVPD.

Structure (ORCA input):
```
! RIJCOSX wB97M-V def2-TZVPD def2/J DEFGRID3
* xyz 0 1
C -0.33 0.04 -0.01
C -1.51 0.79 -0.59
C -0.04 0.41 1.45
C 0.83 -0.05 -0.88
N 1.42 -1.40 -0.43
O 1.09 0.41 -1.96
H 0.10 -1.30 0.08
H 1.74 -1.94 -1.22
H 2.10 -1.44 0.32
H -1.34 1.87 -0.60
H -0.92 0.22 2.06
H 0.79 -0.15 1.87
H -1.70 0.48 -1.62
H -2.41 0.60 0.00
H 0.19 1.48 1.54
*
```

Properties
**Molar mass**: 87.1 g mol⁻¹
**DFT total energy**: -287.7111 Ha

Löwdin population analysis, charges in e, atoms 1 to 5: number 1, C, carries -0.404; number 2, C, carries -0.074; number 3, C, carries -0.088; number 4, C, carries -0.440; number 5, N, carries 0.047

The records above give, respectively, energy relative to the best compared isomer or geometry (same formula, charge and spin) values of 76.7; 226.3; 318.5 kJ/mol.